DFT (the ωB97M-V functional and the def2-TZVPD basis) results for C14H14BEuF9N6O as an isolated structure.

Computed properties:
Kohn-Sham gap (spin up / spin down) = 7.108 / 9.645 eV
Molar mass = 616.1 g/mol
Energy = -2579.7786 a.u.
Relative energy (zero: lowest compared OMol25 entry of this formula, charge and spin) = 0.0 kcal per mole

Geometry as ORCA input:
```
! RIJCOSX wB97M-V def2-TZVPD def2/J DEFGRID3
* xyz 0 8
H -0.0391 3.1323 0.9215
N 0.2797 1.8492 -0.7074
B 0.7162 0.7615 -3.0392
N 0.6200 1.9689 -2.0550
C 0.7665 3.2695 -2.2902
Eu -0.1311 -0.1444 0.1486
H 1.0284 3.5689 -3.2805
C 0.5212 3.9963 -1.1176
H 0.5574 5.0545 -0.9913
C 0.2152 3.0585 -0.1320
H 1.1803 1.1965 -4.0480
C -2.1443 -2.8799 1.6579
H -2.4646 -3.2071 2.6611
H -1.1779 -3.3162 1.4875
H -2.8176 -3.2810 0.8902
N -0.6903 0.1740 -3.3709
N 1.6626 -0.3419 -2.5060
N -1.5027 -0.3427 -2.3716
N 1.5522 -0.8182 -1.1926
C -1.3097 0.1501 -4.5625
C 2.6643 -0.9934 -3.0955
H -0.7969 0.5181 -5.4430
H 2.9034 -0.7528 -4.1153
C -2.5826 -0.3888 -4.3824
C 3.2199 -1.9041 -2.1909
C -2.6552 -0.6822 -3.0036
C 2.4926 -1.7587 -1.0055
H -3.3308 -0.5467 -5.1435
H 4.0395 -2.5719 -2.3626
H -3.4751 -1.1197 -2.4438
H 2.5735 -2.2380 -0.0352
H -2.2321 -1.7641 1.6250
F 1.9040 -1.4530 3.5312
C 1.4779 -0.2466 3.9718
F 1.6040 -0.1977 5.3105
F 2.2851 0.6863 3.4202
C -0.0028 -0.0012 3.5035
O -0.0176 -0.0200 2.1982
C -0.9174 -1.0907 4.1732
F -0.8680 -1.0402 5.5147
F -2.2135 -0.9164 3.7995
F -0.5165 -2.3298 3.7906
C -0.4853 1.4122 3.9829
F -0.4584 1.5386 5.3197
F 0.3083 2.3690 3.4392
F -1.7428 1.6428 3.5394
*
```


DFT (the ωB97M-V functional and the def2-TZVPD basis) results for C14H14BiN3O2S as an isolated structure.

Computed properties:
Kohn-Sham gap = 8.031 eV
Molar mass = 497.3 g/mol
Energy = -1468.8943 a.u.

Geometry as ORCA input:
```
! RIJCOSX wB97M-V def2-TZVPD def2/J DEFGRID3
* xyz 2 1
Bi -0.0166 -1.2874 -0.1518
O 0.6394 2.6866 -1.2230
C 0.8689 1.5468 -0.9664
N 0.2299 0.8059 0.0482
C -0.1904 1.4612 1.1983
O -0.3292 2.6395 1.3172
C -0.4101 0.5031 2.3351
C -0.6626 1.0062 3.6023
C -0.8779 0.1153 4.6439
C -0.8309 -1.2472 4.3764
C -0.5565 -1.6772 3.0885
N -0.3471 -0.8093 2.1029
C 1.9226 0.7236 -1.6354
C 2.9433 1.3275 -2.3552
C 3.9768 0.5278 -2.8319
C 3.9456 -0.8379 -2.5753
C 2.8634 -1.3688 -1.8900
N 1.8841 -0.5965 -1.4348
H -0.6973 2.0765 3.7382
H -1.0699 0.4764 5.6429
H -0.9997 -1.9760 5.1528
H -0.4945 -2.7293 2.8510
H 2.9237 2.3981 -2.4984
H 4.7983 0.9666 -3.3789
H 4.7464 -1.4859 -2.8957
H 2.7859 -2.4282 -1.6926
C -2.5069 1.0090 -1.7383
S -2.5958 -0.3539 -0.5430
C -3.4636 -1.6499 -1.4822
H -3.5265 1.2693 -2.0097
H -1.9436 0.7389 -2.6243
H -2.0561 1.8578 -1.2309
H -2.8502 -2.0385 -2.2873
H -4.3784 -1.2207 -1.8820
H -3.7229 -2.4307 -0.7721
*
```


DFT (the ωB97M-V functional and the def2-TZVPD basis) results for C14H14BrCl2IN5O2Rh as an isolated structure.

Computed properties:
Kohn-Sham gap (spin up / spin down) = 4.249 / 4.247 eV
Molar mass = 664.9 g/mol
Energy = -4868.1422 a.u.

Geometry as ORCA input:
```
! RIJCOSX wB97M-V def2-TZVPD def2/J DEFGRID3
* xyz 2 1
Rh 0.1037 -0.3949 -0.5655
Br -3.5263 -0.7319 -1.3445
C -3.0699 -1.2529 0.4105
C -4.0633 -1.6045 1.3185
C -3.6931 -1.9497 2.6071
C -2.3443 -1.9842 2.9423
C -1.4379 -1.6423 1.9534
N -1.7816 -1.2541 0.7377
C 0.1023 -1.7476 2.2397
O 0.4393 -2.1258 3.3276
O 0.8049 -1.4322 1.2428
H -5.0971 -1.6015 1.0103
H -4.4491 -2.1992 3.3383
H -1.9826 -2.2675 3.9193
I 5.9082 -1.0624 -3.3226
C 4.3065 -1.1612 -1.9863
C 4.2827 -1.6916 -0.6962
N 3.0385 -1.5285 -0.2530
N 2.2599 -0.9308 -1.1574
C 3.0022 -0.6895 -2.2214
H 5.0694 -2.1357 -0.1157
H 2.6288 -1.7762 0.6483
H 2.6376 -0.1856 -3.0949
C -1.6919 2.4123 0.4346
C -0.2510 2.4373 0.7666
N 0.6282 1.5181 0.3738
C 1.8532 1.9101 0.8216
C 1.7123 3.0874 1.4981
N 0.3849 3.3980 1.4549
H -1.8716 1.6189 -0.2951
H -1.9997 3.3618 -0.0015
H -2.3084 2.2307 1.3155
H 2.7499 1.3529 0.6435
H 2.4284 3.7162 1.9859
H -0.0403 4.2112 1.8804
Cl -0.5162 0.1373 -2.7633
C -1.1012 0.4199 -4.4227
Cl 0.2716 0.6689 -5.5018
H -1.7099 1.3230 -4.3979
H -1.6773 -0.4544 -4.7304
*
```


DFT (the ωB97M-V functional and the def2-TZVPD basis) results for C14H14CaF3IN2O2 as an isolated structure.

Computed properties:
Kohn-Sham gap = 6.321 eV
Molar mass = 466.3 g/mol
Energy = -2076.9194 a.u.
Relative energy (zero: lowest compared OMol25 entry of this formula, charge and spin) = 23.9 kcal per mole

Geometry as ORCA input:
```
! RIJCOSX wB97M-V def2-TZVPD def2/J DEFGRID3
* xyz 0 1
C 1.7589 -1.8854 5.3875
C 0.4206 -1.4589 5.9836
H 1.7547 -2.9457 5.1257
H 2.5757 -1.7312 6.0975
H 1.9927 -1.3238 4.4809
H -0.3667 -1.4596 5.2322
H 0.1119 -2.1314 6.7858
H 0.4787 -0.4552 6.4049
C 1.5857 -1.6578 -1.9919
C 1.6679 -2.2158 -3.2615
C 0.5721 -2.0992 -4.1121
C -0.5777 -1.4337 -3.6895
H 2.3838 -1.6910 -1.2488
H 2.5757 -2.7197 -3.5423
H 0.6004 -2.5232 -5.1109
H -1.4475 -1.3251 -4.3247
N 0.4711 -1.0418 -1.6228
C -0.6075 -0.8891 -2.4003
C -1.7787 -0.1673 -1.8599
N -1.7353 0.3060 -0.6142
C -2.6811 0.9905 0.0187
C -4.0010 0.7389 -1.9654
C -3.8686 1.2176 -0.6646
H -2.4855 1.3283 1.0392
H -4.6470 1.7584 -0.1569
C -2.9541 0.0434 -2.5713
H -3.0204 -0.3417 -3.5753
H -4.9186 0.9011 -2.5242
Ca 0.2338 0.0007 0.4946
I 2.6268 -0.7019 1.4707
F 3.0742 4.7741 -0.3115
C 1.9777 4.1190 -0.7305
F 0.8938 4.9012 -0.4515
F 2.0495 4.0068 -2.0873
C 1.7884 2.6714 -0.0535
O 2.7236 2.3940 0.7662
O 0.7720 2.0472 -0.4165
*
```


DFT (the ωB97M-V functional and the def2-TZVPD basis) results for C14H14Cl2N5PtSSe2 as an isolated structure.

Computed properties:
Kohn-Sham gap = 5.997 eV
Molar mass = 708.3 g/mol
Energy = -7056.2243 a.u.
Relative energy (zero: lowest compared OMol25 entry of this formula, charge and spin) = 0.0 kcal per mole

Geometry as ORCA input:
```
! RIJCOSX wB97M-V def2-TZVPD def2/J DEFGRID3
* xyz 1 1
Pt 0.0063 0.4531 0.4961
Cl -2.3122 4.0465 0.5080
C -2.3742 3.7402 2.2499
Cl -0.9932 2.7653 2.7894
H -3.2808 3.1919 2.4730
H -2.3429 4.6894 2.7701
C -3.2895 -4.5492 -0.6907
C -2.4462 -3.4655 -0.1177
C -1.4942 -3.6301 0.8446
C -0.7582 -2.5212 1.3108
N -1.0128 -1.3124 0.8139
C -1.9339 -1.1453 -0.1701
S -1.9619 0.4336 -0.7676
N -2.6440 -2.2048 -0.6024
C 0.2498 -2.6550 2.3892
H -3.0203 -5.5098 -0.2620
H -3.1605 -4.5987 -1.7734
H -4.3441 -4.3578 -0.4833
H -1.2995 -4.6107 1.2504
H -3.3190 -2.0493 -1.3415
H 0.6379 -3.6697 2.4381
H -0.2417 -2.4316 3.3410
H 1.0575 -1.9375 2.2577
Se 3.1961 1.4305 3.7743
C 2.2563 0.6903 2.4996
N 1.6294 0.1780 1.6415
Se 1.4601 3.5414 0.7239
N 0.9876 2.0797 -0.2332
C 1.7754 2.0120 -1.3051
C 1.7434 1.0083 -2.3145
C 2.6058 1.1175 -3.3552
C 3.5384 2.2005 -3.4694
C 3.5937 3.1760 -2.5346
C 2.7042 3.1040 -1.4177
N 2.6700 3.9988 -0.4457
H 1.0418 0.1898 -2.2344
H 2.5944 0.3665 -4.1342
H 4.2003 2.2279 -4.3239
H 4.2810 4.0078 -2.5948
*
```


DFT (the ωB97M-V functional and the def2-TZVPD basis) results for C14H14ClLuN2O5 as an isolated structure.

Computed properties:
Kohn-Sham gap = 4.462 eV
Molar mass = 500.7 g/mol
Energy = -2723.3533 a.u.
Relative energy (zero: lowest compared OMol25 entry of this formula, charge and spin) = 6.2 kcal per mole

Geometry as ORCA input:
```
! RIJCOSX wB97M-V def2-TZVPD def2/J DEFGRID3
* xyz -2 1
Lu 0.8100 0.6081 -1.0105
C 0.4001 0.0458 -5.2542
C 0.2944 -0.1068 -3.7325
O 0.9336 0.7995 -3.1069
C -0.4714 -1.1919 -3.3161
C -0.7945 -1.6493 -1.9465
C -1.6599 -2.8667 -1.7646
N -0.3249 -0.9901 -0.9527
N -0.4557 -1.1713 0.4194
C 0.1826 -0.2699 1.1711
O 0.9102 0.7640 0.9821
C 0.0071 -0.5172 2.6657
C -0.7637 -1.5901 3.1233
C -0.9381 -1.8278 4.4817
C -0.3391 -0.9919 5.4145
C 0.4307 0.0768 4.9748
C 0.5995 0.3080 3.6146
H 1.0086 0.9034 -5.5296
H -0.5897 0.1823 -5.7020
H 0.8543 -0.8423 -5.7062
H -0.9133 -1.8153 -4.0832
H -1.9598 -3.2883 -2.7233
H -2.5555 -2.6003 -1.1993
H -1.1117 -3.6238 -1.2004
H -1.2303 -2.2419 2.3986
H -1.5427 -2.6682 4.8041
H -0.4702 -1.1714 6.4763
H 0.9076 0.7406 5.6855
H 1.2022 1.1412 3.2788
Cl 2.2402 4.7059 -0.8750
C 1.2325 3.6062 0.1154
C -0.1870 3.4803 -0.4653
O -0.9437 4.4398 -0.2902
O -0.4515 2.3661 -1.0098
H 1.1879 4.0172 1.1211
H 1.7354 2.6378 0.1527
O 2.7658 0.6013 -1.0117
*
```


DFT (the ωB97M-V functional and the def2-TZVPD basis) results for C14H14F5NO4SZn as an isolated structure.

Computed properties:
Kohn-Sham gap = 6.616 eV
Molar mass = 452.7 g/mol
Energy = -3573.6262 a.u.
Relative energy (zero: lowest compared OMol25 entry of this formula, charge and spin) = 0.0 kcal per mole

Geometry as ORCA input:
```
! RIJCOSX wB97M-V def2-TZVPD def2/J DEFGRID3
* xyz 2 1
C -3.1039 1.4241 0.3848
C -1.6917 1.4355 0.1464
C -0.7244 0.9926 1.0403
C 0.6580 1.3358 0.9858
N 1.2665 2.1204 0.1277
C 2.3145 1.4338 -0.7550
C 2.2748 1.9550 -2.1748
C 0.9021 1.9426 -2.8442
C 0.2744 0.5584 -2.9605
C 1.5532 0.6960 2.0591
O 2.4127 1.3161 2.5795
C 1.2001 -0.7236 2.3595
C -0.0949 -1.0113 2.3696
S -0.6034 -2.7007 2.6584
O -1.8475 -2.7011 3.3538
O 0.4792 -3.3695 3.2884
C -0.8284 -3.5574 0.9931
F -0.0411 -4.6076 0.9405
F -2.1114 -3.9375 0.9183
C -0.5365 -2.6753 -0.2432
F -1.5291 -1.7094 -0.3428
F -0.6223 -3.4107 -1.3244
F 0.6456 -2.1001 -0.2207
C -1.1022 0.0535 2.1183
O -2.1633 0.1184 2.6962
H -3.4497 1.5050 1.4049
H -3.7817 1.4983 -0.4498
H -1.3571 1.8530 -0.7967
H 0.6023 2.6714 -0.4106
H 2.1429 0.3623 -0.7174
H 3.2857 1.5971 -0.2998
H 2.7337 2.9380 -2.2317
H 2.9174 1.2850 -2.7446
H 0.2214 2.6486 -2.3609
H 1.0383 2.3272 -3.8505
H 0.7064 -0.0317 -3.7597
H 0.2737 0.0033 -2.0215
H -0.7761 0.6840 -3.2254
H 1.9726 -1.4633 2.5248
Zn -3.5110 -0.7561 0.7847
*
```


DFT (the ωB97M-V functional and the def2-TZVPD basis) results for one molecule with the formula C14H14N6O3S.

Computed properties:
Kohn-Sham gap = 9.231 eV
Molar mass = 346.4 g/mol
Energy = -1494.2721 a.u.
SMILES = COc1ccccc1-n1nnnc1SCC(=O)Nc1cc(C)on1

Geometry as ORCA input:
```
! RIJCOSX wB97M-V def2-TZVPD def2/J DEFGRID3
* xyz 0 1
C -2.5880 1.6292 -0.6822
H -2.0131 2.3123 -0.0492
H -3.5471 1.4111 -0.2160
H -2.7559 2.0823 -1.6633
O -1.9422 0.3783 -0.8026
C -0.6691 0.3447 -1.2636
C 0.0507 1.4499 -1.7062
C 1.3561 1.3088 -2.1423
C 1.9703 0.0690 -2.1561
C 1.2620 -1.0451 -1.7497
C -0.0429 -0.9111 -1.3018
N -0.7554 -2.0798 -0.9810
C -1.5859 -2.4345 0.0413
N -2.0023 -3.6599 -0.1797
N -1.4391 -4.0478 -1.3072
N -0.6973 -3.1417 -1.7905
S -1.9945 -1.5103 1.4622
C -0.3818 -1.6160 2.3317
C 0.6310 -0.6147 1.8057
O 1.7526 -0.9245 1.4856
N 0.1324 0.6525 1.7591
C 0.8027 1.7612 1.2951
N 0.1456 2.8757 1.0647
O 1.0554 3.7786 0.6201
C 2.2712 3.2091 0.5780
C 2.1805 1.9140 0.9999
H 2.9420 1.1711 1.0830
C 3.4187 4.0294 0.1246
H 3.1170 4.6654 -0.7044
H 3.7625 4.6726 0.9343
H 4.2356 3.3832 -0.1812
H -0.8523 0.7919 1.9515
H 0.0072 -2.6300 2.2481
H -0.6094 -1.4006 3.3763
H 1.7034 -2.0285 -1.7728
H 2.9896 -0.0338 -2.4912
H 1.8940 2.1827 -2.4776
H -0.4082 2.4250 -1.7102
*
```